{
  "formula": "C8H9NO4",
  "method": "ωB97M-V/def2-TZVPD",
  "e_lumo_ev": -0.9,
  "smiles": "CN(C)C(=O)CC1=CC(=O)OC1=O",
  "relative_energy_kcal_mol": 24.30,
  "gap_ev": 8.870,
  "homo_ev": -9.737,
  "max_force_ev_per_a": 5.30,
  "symbols": ["C", "N", "C", "C", "O", "C", "C", "C", "C", "O", "O", "C", "O", "H", "H", "H", "H", "H", "H", "H", "H", "H"],
  "xyz": [[-2.33, 0.37, -1.36], [-1.48, -0.80, -1.03], [-0.29, -0.87, -1.92], [-1.19, -0.84, 0.37], [-2.06, -0.37, 1.11], [0.14, -1.33, 1.06], [1.00, -0.03, 1.30], [2.41, 0.03, 1.24], [2.56, 1.57, 1.10], [3.33, 1.90, 0.20], [1.54, 2.42, 1.50], [0.54, 1.42, 1.68], [-0.40, 1.64, 2.41], [-1.94, 1.34, -0.88], [-3.39, 0.25, -0.99], [-2.40, 0.57, -2.47], [0.57, -0.23, -1.56], [0.03, -1.94, -2.15], [-0.56, -0.44, -2.94], [0.72, -1.90, 0.28], [0.01, -2.01, 1.94], [3.19, -0.75, 1.11]]
}